Record 1
Here is a structure of composition C23H27IrN5Se4SiTe from the OMol25 dataset. Energies are from ωB97M-V/def2-TZVPD.

Last column: Mulliken charge in e.
CARTESIAN COORDINATES (ANGSTROEM)
Ir 0.68 0.51 -1.18  -0.2611
Te 3.53 0.62 -3.86  -0.1756
Se -1.82 0.49 -0.69  -0.4374
Se 3.18 0.35 -1.41  -0.3563
Se 2.30 2.80 -3.95  -0.4316
Se 0.24 2.01 -3.12  -0.1752
Si -2.99 2.26 -1.43  0.4955
N 0.77 2.01 1.41  0.2333
N 0.88 -0.73 0.49  -0.0651
N 0.40 -1.16 -2.32  0.6420
N 0.98 2.09 0.08  0.7210
N 0.69 -2.40 -1.85  0.0693
C -2.19 0.71 5.11  -1.5882
C -4.66 2.10 -0.56  -1.1434
C 1.58 -2.67 -0.78  -0.1215
C 0.09 0.95 2.07  0.1061
C 3.19 -3.50 1.30  -0.9715
C -0.70 1.29 3.16  -0.3810
C 0.25 -0.39 1.67  -0.0267
C 0.13 -3.33 -2.65  -0.1775
C -0.34 -1.32 -3.41  0.1107
C 2.43 -3.76 -0.93  -0.4413
C 2.39 -2.38 1.44  -0.0229
C 1.77 3.94 1.04  -1.3262
C 1.59 3.24 -0.16  0.1457
C -0.35 -1.35 2.50  -0.0700
C 1.57 -1.91 0.40  -0.0989
C -3.37 2.27 -3.27  -0.9461
C -1.30 0.33 3.96  0.3960
C -2.25 3.91 -0.93  -0.8085
C -1.08 -1.00 3.62  -1.0283
C -0.53 -2.68 -3.67  -1.2976
C 3.25 -4.20 0.10  0.5004
C 1.25 3.12 2.01  -0.3036
C 4.19 -5.36 -0.09  -1.5429
H 3.82 -3.81 2.13  0.3512
H 2.41 -1.82 2.36  0.5076
H -1.54 -1.79 4.21  0.3560
H 5.19 -5.01 -0.37  0.2782
H -2.06 3.92 0.15  0.2011
H -0.70 -0.45 -3.93  0.3904
H -3.79 1.31 -3.57  0.2472
H 3.84 -6.03 -0.88  0.3589
H -1.94 1.71 5.48  0.3635
H -5.32 2.93 -0.83  0.3224
H -0.86 2.34 3.37  0.4998
H 1.89 3.48 -1.17  0.2359
H 4.30 -5.94 0.83  0.3764
H -2.47 2.45 -3.87  0.2569
H -5.15 1.16 -0.83  0.2776
H -3.24 0.73 4.80  0.2769
H -1.31 4.09 -1.45  0.1895
H -1.10 -3.13 -4.47  0.3839
H 2.46 -4.27 -1.89  0.5467
H 1.20 3.23 3.08  0.5528
H -2.09 0.01 5.93  0.3827
H -0.25 -2.40 2.23  0.5154
H 2.24 4.90 1.17  0.4205
H -2.94 4.74 -1.16  0.4009
H 0.24 -4.38 -2.43  0.5327
H -4.10 3.05 -3.51  0.3230
H -4.53 2.11 0.52  0.2302

Values from the calculation:
* net charge: -1
* relative energy (zero: lowest compared OMol25 entry of this formula, charge and spin): 0.000 eV
* electronic energy: -11434.2737 hartree

---

Record 2
Here is a structure of composition C30H54N2O11Pb from the OMol25 dataset. Energies are from ωB97M-V/def2-TZVPD.

Last column: Mulliken charge in e.
CARTESIAN COORDINATES (ANGSTROEM)
Pb -0.72 -0.71 -0.39  2.7002
O 0.05 -0.89 4.20  -0.3062
O 1.73 1.09 -3.40  0.0283
O 1.91 -0.57 -0.41  -0.8123
O 1.32 0.76 3.67  -0.0895
O -2.55 0.94 -1.01  -0.9823
O 0.60 0.31 -5.02  -0.4048
O 0.17 -0.42 -2.85  -0.4675
O 2.80 0.97 1.02  0.0003
O -2.15 -2.92 0.14  -0.7466
O 3.59 0.90 -0.95  -0.3282
O 0.23 -0.39 2.08  0.4707
N -2.21 1.67 0.20  1.3658
N -1.12 -3.41 -0.82  0.6861
C 0.55 -0.23 3.23  -0.0074
C -1.49 -3.82 -2.25  1.7051
C -1.49 3.00 -0.10  1.7036
C 1.52 0.66 4.98  0.5432
C 1.06 -4.68 -0.94  -1.4959
C 4.06 2.14 -0.36  -0.5070
C -2.50 2.35 2.65  -0.7650
C -0.12 -4.30 -0.02  2.2735
C 0.70 0.26 -3.72  -0.0194
C 3.40 2.17 0.95  0.7876
C 0.55 -3.55 1.13  -2.2757
C -2.39 3.94 -0.96  -1.6730
C 0.81 -5.08 -2.35  -0.9463
C 2.74 0.32 -0.15  0.2130
C -0.98 3.71 1.24  -0.6897
C 3.53 2.15 -4.55  -1.3766
C -0.21 -4.07 -3.04  -0.8950
C 0.39 -0.25 5.44  -0.7285
C -1.96 3.78 2.33  -1.0051
C -4.54 2.27 1.05  -1.9240
C -2.25 -2.66 -2.95  -1.4599
C 4.40 2.36 2.08  -1.6277
C 2.02 2.04 -4.35  0.3895
C -2.36 -5.07 -2.37  -1.9609
C -0.77 -5.55 0.54  -1.9619
C -3.16 1.62 1.34  1.4278
C -3.36 0.11 1.77  -2.0046
C -0.20 2.71 -0.86  -1.5212
C 1.29 1.45 -5.51  -0.5595
C 1.34 2.00 5.59  -1.5102
H 3.76 2.81 -5.38  0.4240
H -1.68 -5.85 -2.02  0.3560
H -1.63 4.41 3.15  0.5043
H 1.88 -3.98 -0.85  0.4140
H 3.96 2.56 -3.63  0.1996
H 1.52 2.95 -4.02  0.2669
H 1.46 -4.04 1.46  0.5069
H -0.14 -3.57 1.98  0.4159
H 5.09 3.19 1.92  0.4199
H 0.66 2.13 -6.09  0.2829
H -3.23 -2.55 -2.49  0.2988
H 1.51 2.10 6.66  0.3786
H -0.37 2.27 -1.84  0.2387
H -2.44 3.52 -1.97  0.2962
H -1.71 1.70 3.02  -0.2947
H -3.92 -0.11 2.68  0.3888
H 3.75 2.58 2.93  0.2537
H 5.15 2.06 -0.28  0.3443
H 0.36 -3.16 -3.22  -0.2254
H -3.18 -4.83 -1.70  0.3646
H -3.89 -0.30 0.91  0.4916
H -0.21 -5.91 1.41  0.4560
H -5.17 2.05 1.91  0.5110
H 1.41 -5.60 -0.47  0.3299
H -1.81 -5.41 0.84  0.3052
H 0.53 3.50 -1.05  0.6466
H -4.95 1.89 0.11  0.2737
H 2.08 1.06 -6.15  0.3526
H 3.80 3.03 -0.92  0.3235
H 0.77 -1.00 6.14  0.3690
H 3.96 1.16 -4.67  0.3767
H 0.34 2.32 5.31  0.3570
H -3.41 3.96 -0.56  0.3275
H 2.56 0.35 5.11  0.2923
H -0.72 4.71 0.91  0.5793
H 0.43 -6.09 -2.48  0.4038
H 0.96 -2.54 1.08  0.2193
H -4.52 3.36 1.12  0.4256
H -0.69 -6.35 -0.19  0.4515
H -3.26 2.36 3.44  0.5474
H -0.44 0.17 6.00  0.3337
H 0.42 2.03 -0.26  -0.6550
H -1.71 -1.75 -2.72  0.0657
H 4.98 1.50 2.40  0.3509
H -2.45 -2.87 -4.00  0.3734
H -0.10 3.26 1.71  -0.2254
H -2.66 -5.25 -3.40  0.4422
H 1.71 -5.09 -2.98  0.4610
H -2.76 4.46 2.03  0.3659
H -2.00 4.95 -1.02  0.3835
H 2.65 2.95 0.86  0.0410
H 1.89 2.82 5.13  0.3110
H -2.45 -0.48 1.88  0.1455
H -0.36 -4.53 -4.02  0.4903

Values from the calculation:
* electronic energy: -2305.2982 hartree

---

Record 3
Here is a structure of composition C22H45CeN2P3SSe from the OMol25 dataset. Energies are from ωB97M-V/def2-TZVPD.

Last column: Mulliken charge in e.
CARTESIAN COORDINATES (ANGSTROEM)
Ce 0.43 -1.12 -0.89  0.3760
Se 0.20 -2.07 1.61  0.1335
S 1.73 -1.35 -3.37  -0.1461
P -2.57 -1.10 -0.93  1.1609
P 2.65 0.79 -0.67  1.3830
P -0.48 1.35 0.71  0.3407
N 1.28 -0.92 4.08  0.2258
N -0.85 -1.38 4.19  0.2315
C -1.50 -0.14 -6.14  -0.7229
C -1.61 -1.34 -5.48  -0.7636
C -0.98 2.95 -0.09  -1.3103
C 2.66 2.52 -1.29  -1.3572
C -0.49 -0.83 5.42  -0.4013
C -3.03 -2.66 -1.79  -1.1737
C 0.83 -0.55 5.34  -0.5072
C 2.12 -2.60 -4.98  -0.3436
C 0.27 0.59 -4.63  -0.8905
C 0.48 2.08 2.06  -1.0622
C 2.35 -3.24 -3.66  -0.4019
C 3.74 1.04 0.82  -1.4021
C -0.69 0.89 -5.57  -0.6165
C 0.23 -1.41 3.35  -0.0433
C 0.26 -0.74 -4.10  1.0720
C -2.19 -1.85 3.85  -1.0545
C 2.63 -0.78 3.63  -0.9522
C 3.99 0.06 -1.73  -1.0471
C -3.60 -1.14 0.59  -0.8868
C -3.21 0.23 -2.02  -1.2384
C -0.75 -1.64 -4.42  -0.6707
C -1.98 1.17 1.76  -0.5674
H -1.21 -0.71 6.22  0.5320
H 1.07 1.24 -4.31  0.5838
H 2.41 3.23 -0.50  0.4149
H 1.46 -0.15 6.10  0.5408
H -3.62 1.07 -1.44  0.4315
H -2.34 -2.10 -5.72  0.5501
H 4.00 0.08 1.29  0.3707
H -2.42 0.63 -2.68  0.1830
H 4.73 0.85 -1.94  0.5365
H 2.89 -1.99 -5.49  0.4084
H 3.39 -3.42 -3.32  0.4201
H 1.64 -4.07 -3.60  0.3169
H -3.00 -1.11 1.51  -0.4535
H 2.79 0.23 3.28  0.2900
H 1.53 0.55 -1.90  -0.4555
H -2.11 2.11 2.31  0.6505
H 4.68 1.52 0.48  0.5389
H 3.31 -0.96 4.45  0.4242
H -2.83 -0.98 3.59  0.4517
H -2.23 -3.39 -1.59  0.3500
H 3.51 -0.29 -2.67  0.2801
H 0.76 1.31 2.78  -0.0582
H 1.91 2.57 -2.09  0.3322
H -0.62 -2.65 -4.04  0.6944
H 4.45 -0.81 -1.22  0.3788
H -2.13 -2.55 3.00  0.2827
H -1.36 3.62 0.69  0.4468
H -0.11 3.42 -0.58  0.3661
H -2.64 -2.35 4.73  0.4479
H -2.86 1.00 1.15  0.3506
H 2.83 -1.47 2.82  0.3451
H 1.37 2.61 1.70  0.4348
H -4.33 -0.33 0.63  0.5427
H -3.13 -2.51 -2.88  0.2991
H -2.12 0.02 -7.03  0.4880
H 1.17 -2.83 -5.51  0.3140
H 3.65 2.71 -1.70  0.5160
H -4.15 -2.08 0.58  0.5391
H -1.83 0.35 2.47  -0.3703
H -0.77 1.93 -5.89  0.5230
H -3.97 -3.07 -1.37  0.5195
H -1.76 2.78 -0.85  0.3412
H -0.17 2.80 2.57  0.6377
H -4.00 -0.20 -2.66  0.4859
H 3.28 1.68 1.57  0.4139

Values from the calculation:
* net charge: +4
* relative energy (zero: lowest compared OMol25 entry of this formula, charge and spin): 0.081 eV
* electronic energy: -5271.9496 hartree

---

Record 4
Here is a cluster of 2 separate species, C4H12 in total from the OMol25 dataset. Energies are from ωB97M-V/def2-TZVPD.

Last column: Mulliken charge in e.
CARTESIAN COORDINATES (ANGSTROEM)
C -0.88 -2.26 1.13  -0.8109
C 0.17 1.03 -1.39  -0.5864
C 0.02 -1.20 1.76  -0.8165
C 0.74 2.44 -1.50  -0.9097
H 0.03 3.12 -1.02  0.2659
H 1.71 2.55 -1.00  0.2928
H -0.52 -0.27 1.93  0.2425
H -1.50 -1.89 0.31  0.2679
H -0.30 -3.10 0.72  0.2582
H 0.85 0.21 -1.66  0.3143
H 0.81 2.76 -2.55  0.2790
H -0.15 0.85 -0.37  0.0306
H 0.38 -1.55 2.71  0.3368
H 0.85 -0.92 1.10  0.2353
H -1.54 -2.69 1.88  0.2940
H -0.68 0.93 -2.06  0.3061

Values from the calculation:
* SMILES: CC.CC
* relative energy (zero: lowest compared OMol25 entry of this formula, charge and spin): 0.080 eV
* electronic energy: -159.5820 hartree

---

Record 5
Here is a structure of composition C12H18Cl2N2Sc from the OMol25 dataset. Energies are from ωB97M-V/def2-TZVPD.

Last column: Mulliken charge in e.
CARTESIAN COORDINATES (ANGSTROEM)
Sc -1.07 1.12 -1.41  -0.0757
Cl -2.16 -0.30 -2.90  -0.5677
Cl 0.90 2.39 -1.57  -0.5493
N -1.33 0.56 0.70  0.2644
N -1.82 -0.11 4.76  -0.4707
C -1.02 1.29 2.97  -0.6915
C 2.63 -0.86 0.36  -0.7742
C 1.26 -1.19 -0.16  -0.1357
C -1.69 0.13 3.43  1.1428
C 1.83 -0.71 -2.51  -0.4674
C -2.22 -0.78 2.49  -0.6702
C -2.02 -0.53 1.14  -0.4473
C 0.88 -1.03 -1.37  -0.7565
C 3.44 -0.06 -0.67  -0.5345
C -2.46 2.62 -1.50  -0.5068
C -0.86 1.46 1.60  -0.3521
C 3.30 -0.70 -2.05  -0.7931
H -0.35 2.34 1.20  0.4063
H 3.03 0.96 -0.73  0.1779
H -2.38 3.61 -0.99  0.0765
H 3.66 -1.74 -1.99  0.2944
H -2.76 -1.67 2.81  0.2795
H 4.49 0.01 -0.38  0.3413
H -3.41 2.58 -2.08  0.0819
H 2.57 -0.31 1.31  0.3005
H -2.41 -1.20 0.37  0.3908
H -0.13 -1.31 -1.72  0.8189
H -0.65 2.03 3.67  0.2682
H 1.60 0.29 -2.91  0.1938
H -1.41 0.52 5.45  0.1793
H 3.93 -0.18 -2.78  0.3480
H -2.28 -0.94 5.11  0.1785
H 3.18 -1.79 0.57  0.2909
H 0.57 -1.58 0.61  0.4234
H 1.71 -1.40 -3.36  0.3352

Values from the calculation:
* net charge: -1
* relative energy (zero: lowest compared OMol25 entry of this formula, charge and spin): 0.000 eV
* electronic energy: -2258.7755 hartree

---

Record 6
Here is a structure of composition C27H31IN4O4PbS from the OMol25 dataset. Energies are from ωB97M-V/def2-TZVPD.

Last column: Mulliken charge in e.
CARTESIAN COORDINATES (ANGSTROEM)
Pb 0.34 0.03 -0.25  1.5442
I -1.37 -1.06 -2.78  -0.0039
S 2.19 1.41 -1.77  -0.4270
O -1.92 1.80 -1.07  -0.2614
O 2.29 -0.56 1.02  -0.8533
O -3.04 -2.45 3.81  -0.4731
O -0.59 1.52 1.25  -0.8406
N -1.86 -1.30 0.56  -0.0128
N 4.69 2.05 -1.16  0.1355
N 4.09 0.04 -0.32  -0.1691
N -1.45 1.83 4.69  -0.6949
C -2.20 -2.56 -1.55  -0.1177
C 4.07 -4.20 1.90  -0.6315
C -2.37 -2.41 -0.17  0.0271
C 6.15 2.11 0.88  -1.0117
C 5.53 -2.12 0.78  0.0113
C -2.69 -0.03 3.83  0.2161
C -2.34 0.83 4.84  -0.8486
C 3.42 -3.05 1.47  -0.5219
C 6.03 1.80 -0.61  -0.6395
C 3.72 1.13 -0.99  0.4379
C -2.54 -0.83 1.53  -0.5049
C -3.39 -4.61 -0.12  -0.7638
C -3.21 -4.75 -1.49  -0.5435
C 6.18 -3.26 1.23  -0.7369
C 0.15 3.07 3.36  -1.0666
C -1.17 1.18 2.37  0.6529
C 3.86 4.39 -0.97  -0.7590
C -0.88 1.99 3.52  0.6390
C 3.42 -0.75 0.49  -0.0269
C 4.15 -2.00 0.91  0.5330
C -3.60 -1.18 4.15  -0.8982
C -3.27 2.09 -1.36  -0.7624
C -2.62 -3.72 -2.20  -0.5315
C 5.45 -4.30 1.79  -0.3590
C 4.46 3.31 -1.86  -0.9563
C -2.97 -3.46 0.53  -0.0556
C -2.10 0.13 2.55  0.3061
H -3.84 -1.15 5.22  0.3944
H -3.52 -5.65 -2.00  0.3750
H 7.25 -3.33 1.13  0.3923
H 5.45 1.49 1.45  0.2141
H -3.72 1.19 -1.78  0.2457
H 2.35 -2.95 1.57  0.4620
H 3.81 3.13 -2.71  0.5192
H -4.55 -1.12 3.61  0.3179
H -3.07 -3.37 1.60  0.5090
H 6.08 -1.30 0.34  0.3119
H 3.50 -5.01 2.33  0.3943
H 6.72 2.43 -1.17  0.4003
H 4.55 4.69 -0.18  0.2787
H 3.61 5.27 -1.56  0.3707
H 5.43 3.64 -2.24  0.3422
H 0.28 3.58 4.31  0.3883
H 2.94 4.02 -0.50  0.1134
H 7.16 1.89 1.23  0.3578
H -3.83 2.37 -0.46  0.2804
H -2.48 -3.80 -3.27  0.3945
H -3.56 -1.20 1.66  0.8602
H 6.28 0.76 -0.79  0.3619
H -3.36 2.89 -2.10  0.2843
H 5.94 3.16 1.09  0.3204
H -2.18 -2.52 4.25  0.3310
H -2.76 0.71 5.83  0.3346
H 1.10 2.62 3.05  0.1824
H 5.96 -5.19 2.14  0.3762
H -3.84 -5.41 0.45  0.4048
H -0.13 3.77 2.58  0.2638
H -1.58 2.40 -0.38  0.1869

Values from the calculation:
* relative energy (zero: lowest compared OMol25 entry of this formula, charge and spin): 0.802 eV
* electronic energy: -2456.2130 hartree

---

Record 7
Here is an isolated molecule of C4H9NOS from the OMol25 dataset. Energies are from ωB97M-V/def2-TZVPD.

Last column: Mulliken charge in e.
CARTESIAN COORDINATES (ANGSTROEM)
S -1.95 -0.12 -0.13  0.3485
O -1.88 0.72 1.12  -0.5574
N -0.63 0.38 -1.28  -0.4524
C 0.50 -0.98 0.17  -0.9246
C 0.61 0.39 -0.56  0.1487
C -0.88 -1.62 0.11  -0.5041
C 0.90 1.49 0.39  -1.1701
H 0.67 2.58 0.09  0.3064
H 1.38 0.20 -1.24  0.4074
H 2.02 1.43 0.64  0.3207
H -0.88 1.21 -1.92  0.2951
H -1.02 -2.26 -0.79  0.3162
H 0.30 1.41 1.38  0.2563
H 0.75 -0.76 1.15  0.3637
H -1.06 -2.31 0.97  0.3948
H 1.16 -1.76 -0.09  0.4506

Values from the calculation:
* relative energy (zero: lowest compared OMol25 entry of this formula, charge and spin): 2.497 eV
* electronic energy: -685.9272 hartree

---

Record 8
Here is a structure of composition C18H18O8 from the OMol25 dataset. Energies are from ωB97M-V/def2-TZVPD.

Last column: Mulliken charge in e.
CARTESIAN COORDINATES (ANGSTROEM)
O 2.55 -2.67 -1.08  -0.5344
O -2.51 2.16 -1.61  -0.5761
O -4.72 -1.67 0.53  -0.4073
O 5.13 1.05 -0.02  -0.3838
O 0.89 1.93 2.56  -0.6219
O 4.76 -1.13 -1.40  -0.5623
O -0.48 -1.00 3.02  -0.4118
O -4.73 0.64 -1.55  -0.4455
C -2.44 1.11 -0.63  1.3173
C -3.77 -0.72 0.52  0.5279
C -1.48 1.03 0.16  -0.2913
C 4.05 0.42 0.00  0.6438
C -2.74 -0.89 1.52  -1.7134
C -5.89 -1.39 0.02  -0.9043
C 1.55 -1.12 0.59  -0.8579
C 3.78 -1.03 -0.61  0.8645
C -1.46 2.94 -1.92  -0.8158
C -0.45 -0.13 2.33  0.8371
C 0.68 0.82 2.14  0.3177
C -1.54 0.05 1.14  0.2372
C 1.39 -3.63 -0.93  -0.7686
C 2.98 1.06 0.61  -1.2076
C 5.38 2.31 0.35  -0.7009
C 1.76 0.20 1.26  0.0694
C 2.64 -1.42 -0.40  -0.2307
C -3.69 0.54 -0.52  -0.0310
H -2.76 -1.65 2.15  0.5843
H 6.26 2.69 0.08  0.2801
H -6.25 -0.42 0.05  0.3921
H -1.67 3.43 -2.59  0.3137
H 0.48 -3.26 -1.16  0.3530
H 1.57 -4.57 -1.39  0.2712
H -6.44 -2.07 0.31  0.4340
H -4.32 1.10 -2.13  0.2975
H 5.50 2.09 1.59  0.2985
H -5.71 -1.61 -1.16  0.2389
H -0.45 1.74 0.13  0.0573
H 2.99 1.79 1.38  0.5072
H 4.52 3.09 0.30  0.2531
H -1.34 3.51 -0.82  0.2629
H -0.59 2.38 -1.90  0.3936
H 0.76 -1.68 0.74  0.9738
H 1.37 -3.84 0.27  0.2610
H 4.45 -2.19 -1.93  0.4774

Values from the calculation:
* relative energy (zero: lowest compared OMol25 entry of this formula, charge and spin): 20.320 eV
* electronic energy: -1297.9717 hartree